Record 1
ORCA calculation (the ωB97M-V functional and the def2-TZVPD basis) on a structure of composition C20H33IrNO10P2.

ORCA input file:
```
! wB97M-V def2-TZVPD RIJCOSX def2/J DEFGRID3
* xyz 1 5
Ir 0.25 0.08 0.37
O -0.35 -4.71 5.27
C -1.21 -3.92 4.79
O -2.31 -4.07 5.35
C -0.93 -2.97 3.72
C -1.96 -2.12 3.22
C -1.67 -1.24 2.23
N -0.40 -1.14 1.69
C 0.61 -1.99 2.19
C 0.36 -2.89 3.18
C 1.92 -1.80 1.56
O 2.92 -2.41 1.79
O 1.91 -0.78 0.63
H -2.96 -2.18 3.62
H -2.41 -0.58 1.80
H 1.17 -3.52 3.54
C 1.38 1.13 -4.37
C -0.06 1.38 -4.00
C -0.79 0.16 -3.49
O -0.15 2.46 -2.98
P 0.64 2.62 -1.66
O 1.10 1.34 -1.02
C -0.52 3.48 -0.58
P -1.96 2.47 -0.18
O -1.54 1.06 0.11
O -2.74 3.14 0.98
C -2.21 3.67 2.25
C -1.73 2.51 3.11
C -3.35 4.45 2.87
O -2.93 2.45 -1.39
C -3.75 3.61 -1.81
C -3.57 3.75 -3.30
C -5.17 3.34 -1.38
O 1.89 3.51 -1.86
C 1.98 4.69 -2.74
C 1.87 5.93 -1.88
C 3.31 4.59 -3.46
H 1.41 0.39 -5.18
H 1.95 0.72 -3.53
H 1.86 2.04 -4.73
H -0.60 1.82 -4.83
H -0.24 -0.32 -2.68
H -0.89 -0.56 -4.30
H -1.79 0.42 -3.13
H -0.84 4.41 -1.05
H 0.02 3.73 0.33
H -1.39 4.34 2.00
H -2.55 1.82 3.31
H -1.35 2.89 4.05
H -0.92 1.96 2.62
H -4.19 3.79 3.08
H -3.68 5.25 2.21
H -3.01 4.89 3.81
H -3.36 4.49 -1.29
H -3.93 2.85 -3.81
H -2.52 3.90 -3.55
H -4.14 4.60 -3.66
H -5.55 2.43 -1.86
H -5.81 4.17 -1.68
H -5.24 3.22 -0.30
H 1.15 4.63 -3.45
H 2.67 5.95 -1.15
H 0.91 5.98 -1.36
H 1.95 6.82 -2.51
H 4.13 4.59 -2.74
H 3.43 5.45 -4.13
H 3.37 3.68 -4.06
*
```

## Properties
Energy above the lowest of the compared OMol25 structures with the same formula, charge and spin = 0.46 kcal per mole
HOMO-LUMO gap (alpha / beta) = 6.417 / 7.024 eV
E_tot = -2375.97803 a.u.
E_HOMO (alpha / beta) = -8.86 / -12.36 eV

Population analysis type Mulliken, resulting atomic charges in e: number 1, Ir, carries 1.50; number 2, O, carries -0.43; number 3, C, carries 0.97; number 4, O, carries -0.49; number 5, C, carries 0.32; number 6, C, carries -1.00; number 7, C, carries -0.44; number 8, N, carries -0.02; number 9, C, carries -0.04; number 10, C, carries -0.41; number 11, C, carries 0.42; number 12, O, carries -0.57; number 13, O, carries -0.49; number 14, H, carries 0.46; number 15, H, carries 0.72; number 16, H, carries 0.54; number 17, C, carries -1.32; number 18, C, carries 0.59; number 19, C, carries -1.10; number 20, O, carries 0.08; number 21, P, carries 0.06; number 22, O, carries -0.65; number 23, C, carries -0.56; number 24, P, carries 0.15; number 25, O, carries -0.83; number 26, O, carries -0.20; number 27, C, carries 0.72; number 28, C, carries -1.14; number 29, C, carries -1.57; number 30, O, carries -0.07; number 31, C, carries 0.71; number 32, C, carries -1.22; number 33, C, carries -1.49; number 34, O, carries -0.34; number 35, C, carries 0.78; number 36, C, carries -1.35; number 37, C, carries -1.42; number 38, H, carries 0.51; number 39, H, carries 0.28; number 40, H, carries 0.24; number 41, H, carries 0.30; number 42, H, carries 0.07; number 43, H, carries 0.53; number 44, H, carries 0.24; number 45, H, carries 0.42; number 46, H, carries 0.51; number 47, H, carries 0.18; number 48, H, carries 0.29; number 49, H, carries 0.51; number 50, H, carries 0.16; number 51, H, carries 0.36; number 52, H, carries 0.39; number 53, H, carries 0.43; number 54, H, carries 0.33; number 55, H, carries 0.31; number 56, H, carries 0.19; number 57, H, carries 0.45; number 58, H, carries 0.33; number 59, H, carries 0.42; number 60, H, carries 0.33; number 61, H, carries 0.27; number 62, H, carries 0.33; number 63, H, carries 0.27; number 64, H, carries 0.42; number 65, H, carries 0.34; number 66, H, carries 0.42; number 67, H, carries 0.29



Record 2
ORCA calculation (the ωB97M-V functional and the def2-TZVPD basis) on a structure of composition C16H33BFeN3O11.

ORCA input file:
```
! wB97M-V def2-TZVPD RIJCOSX def2/J DEFGRID3
* xyz 2 6
Fe -0.02 0.25 0.54
O -1.05 0.27 -7.99
C -1.42 0.00 -6.90
O -1.07 0.63 -5.77
B -1.79 0.05 -4.67
O -2.51 -1.12 -5.18
C -2.43 -1.09 -6.53
O -2.99 -1.77 -7.31
O -2.78 1.01 -4.05
C -2.46 1.22 -2.83
O -2.97 1.98 -2.03
C -1.31 0.30 -2.45
O -0.94 -0.34 -3.49
O -0.85 0.17 -1.32
C 3.20 1.40 3.07
C 2.23 1.41 1.88
C 2.80 0.88 0.60
O 1.74 0.81 -0.40
C 2.29 0.90 -1.71
N 1.01 0.56 2.28
H 2.86 2.05 3.87
H 4.14 1.86 2.73
H 3.41 0.39 3.42
H 1.87 2.44 1.78
H 3.22 -0.11 0.78
H 3.58 1.54 0.23
H 2.93 1.76 -1.89
H 1.53 0.90 -2.50
H 2.81 -0.03 -1.96
H 0.72 1.12 3.09
H 1.39 -0.24 2.81
C -0.68 -4.04 0.51
C -0.09 -2.80 1.18
C 1.17 -3.29 1.95
O 2.02 -2.27 2.41
C 2.99 -2.85 3.31
N 0.24 -1.75 0.12
H 0.08 -4.58 -0.06
H -1.54 -3.78 -0.11
H -1.04 -4.73 1.28
H -0.83 -2.38 1.86
H 1.72 -3.90 1.23
H 0.80 -3.92 2.76
H 3.44 -3.73 2.85
H 2.50 -3.13 4.24
H 3.83 -2.19 3.48
H -0.20 -2.18 -0.71
H 1.21 -2.02 -0.12
C -3.83 1.59 1.70
C -2.58 1.27 0.90
C -1.74 2.55 0.81
O -0.41 2.22 0.33
C 0.22 3.44 -0.16
N -1.78 0.13 1.48
H -4.40 0.67 1.86
H -4.49 2.29 1.18
H -3.67 2.02 2.69
H -2.87 0.98 -0.11
H -1.71 3.09 1.76
H -2.29 3.19 0.11
H 0.32 4.16 0.66
H -0.42 3.80 -0.96
H 1.22 3.24 -0.55
H -2.49 -0.61 1.48
H -1.79 0.32 2.49
*
```

## Properties
HOMO-LUMO gap (alpha / beta) = 7.507 / 3.972 eV
E_tot = -2909.52773 a.u.
E_HOMO (alpha / beta) = -13.44 / -13.44 eV

Population analysis type Mulliken, resulting atomic charges in e: number 1, Fe, carries 0.86; number 2, O, carries -0.50; number 3, C, carries 0.60; number 4, O, carries -0.52; number 5, B, carries 0.98; number 6, O, carries -0.50; number 7, C, carries 0.53; number 8, O, carries -0.47; number 9, O, carries -0.47; number 10, C, carries 0.49; number 11, O, carries -0.60; number 12, C, carries 0.24; number 13, O, carries -0.66; number 14, O, carries -0.19; number 15, C, carries -1.32; number 16, C, carries 0.24; number 17, C, carries -1.00; number 18, O, carries 0.50; number 19, C, carries -0.98; number 20, N, carries -0.25; number 21, H, carries 0.44; number 22, H, carries 0.43; number 23, H, carries 0.28; number 24, H, carries 0.01; number 25, H, carries 0.26; number 26, H, carries 0.65; number 27, H, carries 0.41; number 28, H, carries 0.30; number 29, H, carries 0.30; number 30, H, carries 0.50; number 31, H, carries 0.17; number 32, C, carries -1.65; number 33, C, carries 0.37; number 34, C, carries -1.25; number 35, O, carries -0.32; number 36, C, carries -1.00; number 37, N, carries -0.18; number 38, H, carries 0.45; number 39, H, carries 0.49; number 40, H, carries 0.43; number 41, H, carries 0.17; number 42, H, carries 0.48; number 43, H, carries 0.56; number 44, H, carries 0.38; number 45, H, carries 0.38; number 46, H, carries 0.33; number 47, H, carries 0.33; number 48, H, carries 0.35; number 49, C, carries -1.65; number 50, C, carries 0.22; number 51, C, carries -0.98; number 52, O, carries 0.37; number 53, C, carries -1.08; number 54, N, carries -0.11; number 55, H, carries 0.44; number 56, H, carries 0.45; number 57, H, carries 0.44; number 58, H, carries -0.13; number 59, H, carries 0.53; number 60, H, carries 0.62; number 61, H, carries 0.34; number 62, H, carries 0.40; number 63, H, carries 0.26; number 64, H, carries 0.46; number 65, H, carries 0.35



Record 3
ORCA calculation (the ωB97M-V functional and the def2-TZVPD basis) on an isolated molecule of C16H16N2O4.

ORCA input file:
```
! wB97M-V def2-TZVPD RIJCOSX def2/J DEFGRID3
* xyz 0 1
C -3.76 -1.45 0.91
H -4.36 -0.81 1.57
O -2.43 -1.07 1.14
C -1.44 -1.69 0.43
C -1.65 -2.68 -0.53
C -0.57 -3.24 -1.20
C 0.72 -2.82 -0.93
C 0.93 -1.83 0.03
C -0.14 -1.27 0.71
H 0.00 -0.51 1.45
C 2.31 -1.35 0.25
O 3.29 -1.77 -0.32
O 2.36 -0.36 1.17
C 3.57 0.38 1.26
H 3.56 0.82 2.26
C 3.56 1.46 0.16
N 2.26 2.08 0.09
C 1.35 1.62 -0.81
O 1.65 0.93 -1.77
C -0.07 2.02 -0.56
C -1.07 1.25 -1.15
C -2.39 1.58 -0.92
C -2.67 2.66 -0.09
N -1.73 3.41 0.45
C -0.46 3.11 0.21
H 0.25 3.79 0.65
H -3.68 2.94 0.15
H -3.20 1.01 -1.36
H -0.79 0.42 -1.78
H 1.92 2.49 0.94
H 3.75 1.00 -0.81
H 4.33 2.21 0.37
H 4.43 -0.28 1.14
H 1.56 -3.23 -1.45
H -0.75 -4.00 -1.94
H -2.65 -3.03 -0.76
H -3.93 -2.50 1.17
H -4.06 -1.27 -0.13
*
```

## Properties
Energy above the lowest of the compared OMol25 structures with the same formula, charge and spin = 21.88 kcal per mole
HOMO-LUMO gap = 9.296 eV
SMILES = COc1cccc(C(=O)OCCNC(=O)c2cccnc2)c1
E_tot = -1029.80140 a.u.
E_HOMO = -8.79 eV

Population analysis type Mulliken, resulting atomic charges in e: number 1, C, carries -0.94; number 2, H, carries 0.25; number 3, O, carries -0.36; number 4, C, carries 0.23; number 5, C, carries -0.52; number 6, C, carries -0.75; number 7, C, carries -0.82; number 8, C, carries 0.51; number 9, C, carries 0.20; number 10, H, carries 0.54; number 11, C, carries 0.41; number 12, O, carries -0.65; number 13, O, carries -0.30; number 14, C, carries -0.52; number 15, H, carries 0.34; number 16, C, carries -0.84; number 17, N, carries -0.17; number 18, C, carries 0.49; number 19, O, carries -0.64; number 20, C, carries 0.36; number 21, C, carries -0.41; number 22, C, carries -0.46; number 23, C, carries -0.38; number 24, N, carries -0.65; number 25, C, carries -0.24; number 26, H, carries 0.45; number 27, H, carries 0.39; number 28, H, carries 0.46; number 29, H, carries 0.54; number 30, H, carries 0.22; number 31, H, carries 0.41; number 32, H, carries 0.40; number 33, H, carries 0.38; number 34, H, carries 0.49; number 35, H, carries 0.40; number 36, H, carries 0.44; number 37, H, carries 0.39; number 38, H, carries 0.34



Record 4
ORCA calculation (the ωB97M-V functional and the def2-TZVPD basis) on a structure of composition C3H2S5.

ORCA input file:
```
! wB97M-V def2-TZVPD RIJCOSX def2/J DEFGRID3
* xyz 0 1
C 1.02 -0.14 -0.95
C 1.14 -0.82 0.21
C -0.61 1.01 0.75
S 1.49 -1.37 -2.18
S 1.83 -2.30 -0.34
S -0.01 1.31 -1.06
S 0.70 0.57 1.92
S -1.78 -0.33 0.84
H -1.21 1.87 0.87
H -2.58 0.19 -0.07
*
```

## Properties
Energy above the lowest of the compared OMol25 structures with the same formula, charge and spin = 38.31 kcal per mole
HOMO-LUMO gap = 7.253 eV
E_tot = -2106.32940 a.u.
E_HOMO = -8.37 eV

Population analysis type Mulliken, resulting atomic charges in e: number 1, C, carries 0.56; number 2, C, carries -0.31; number 3, C, carries -0.39; number 4, S, carries -0.08; number 5, S, carries -0.12; number 6, S, carries -0.10; number 7, S, carries -0.03; number 8, S, carries -0.06; number 9, H, carries 0.40; number 10, H, carries 0.13



Record 5
ORCA calculation (the ωB97M-V functional and the def2-TZVPD basis) on a cluster of 2 separate species, C2H6OS2 in total.

ORCA input file:
```
! wB97M-V def2-TZVPD RIJCOSX def2/J DEFGRID3
* xyz 0 1
S 0.67 0.00 1.06
S 2.43 0.86 0.78
H -0.35 0.92 1.01
H 2.16 2.07 1.37
C -1.59 0.34 -1.93
C -2.51 -0.49 -1.28
O -2.17 -1.88 -0.84
H -2.10 1.15 -2.59
H -0.61 0.68 -1.36
H -3.55 -0.26 -1.05
H -3.11 -2.33 -0.76
*
```

## Properties
Energy above the lowest of the compared OMol25 structures with the same formula, charge and spin = 66.93 kcal per mole
HOMO-LUMO gap = 8.865 eV
SMILES = C=CO.SS
E_tot = -951.28540 a.u.
E_HOMO = -8.44 eV

Population analysis type Mulliken, resulting atomic charges in e: number 1, S, carries -0.17; number 2, S, carries -0.16; number 3, H, carries 0.15; number 4, H, carries 0.16; number 5, C, carries -0.52; number 6, C, carries 0.00; number 7, O, carries -0.49; number 8, H, carries 0.21; number 9, H, carries 0.15; number 10, H, carries 0.32; number 11, H, carries 0.35



Record 6
ORCA calculation (the ωB97M-V functional and the def2-TZVPD basis) on an isolated molecule of CH5O2PS3.

ORCA input file:
```
! wB97M-V def2-TZVPD RIJCOSX def2/J DEFGRID3
* xyz 0 1
C 1.55 0.41 0.60
O -2.13 0.02 1.01
O 0.32 -0.02 1.13
P -0.96 -0.02 0.00
S -0.98 1.42 -1.31
S 2.17 -0.43 -0.82
S -1.16 -2.04 -0.56
H 2.24 0.26 1.48
H 1.33 1.52 0.28
H -2.04 0.51 1.82
H 1.29 0.38 -1.72
H -1.62 -2.01 -1.91
*
```

## Properties
Energy above the lowest of the compared OMol25 structures with the same formula, charge and spin = 5.66 kcal per mole
HOMO-LUMO gap = 9.671 eV
SMILES = O[P@](=S)(S)OCS
E_tot = -1727.53886 a.u.
E_HOMO = -9.33 eV

Population analysis type Mulliken, resulting atomic charges in e: number 1, C, carries -0.48; number 2, O, carries -0.48; number 3, O, carries -0.39; number 4, P, carries 0.74; number 5, S, carries -0.33; number 6, S, carries -0.16; number 7, S, carries -0.25; number 8, H, carries 0.26; number 9, H, carries 0.40; number 10, H, carries 0.34; number 11, H, carries 0.16; number 12, H, carries 0.20



Record 7
ORCA calculation (the ωB97M-V functional and the def2-TZVPD basis) on a cluster of 2 separate species, C8H15F2O4P in total.

ORCA input file:
```
! wB97M-V def2-TZVPD RIJCOSX def2/J DEFGRID3
* xyz 0 3
C 2.06 1.06 -1.49
C 2.70 0.18 -0.69
C -0.51 -3.89 -0.72
C -1.08 3.10 0.94
C -1.11 -2.48 -0.95
C -1.49 2.17 -0.18
C 3.21 0.47 0.54
C 0.50 -0.11 1.73
O -2.30 -0.51 1.06
O 3.81 -0.38 1.34
O -0.20 -1.59 -0.19
O -0.73 1.01 -0.33
F 0.53 -1.09 2.67
F 0.67 1.05 2.44
P -0.89 -0.30 0.65
H 1.66 0.78 -2.42
H 1.50 1.85 -1.16
H 2.88 -0.83 -1.08
H -1.19 -4.55 -1.06
H 0.51 -4.17 -1.16
H -0.52 -3.95 0.36
H -1.15 2.59 1.96
H -0.05 3.52 0.84
H -1.78 4.08 1.00
H -2.09 -2.50 -0.61
H -1.11 -2.10 -2.08
H -1.41 2.64 -1.08
H -2.52 2.01 -0.06
H 3.02 1.41 0.99
H 3.59 -1.36 1.08
*
```

## Properties
HOMO-LUMO gap (alpha / beta) = 7.505 / 8.740 eV
E_tot = -1155.73900 a.u.
E_HOMO (alpha / beta) = -6.81 / -9.90 eV

Population analysis type Mulliken, resulting atomic charges in e: number 1, C, carries -1.12; number 2, C, carries 0.22; number 3, C, carries -1.19; number 4, C, carries -0.88; number 5, C, carries -0.34; number 6, C, carries -0.56; number 7, C, carries -0.33; number 8, C, carries 0.52; number 9, O, carries -0.76; number 10, O, carries -0.47; number 11, O, carries -0.14; number 12, O, carries -0.24; number 13, F, carries -0.24; number 14, F, carries -0.22; number 15, P, carries 0.76; number 16, H, carries 0.34; number 17, H, carries 0.37; number 18, H, carries 0.15; number 19, H, carries 0.47; number 20, H, carries 0.23; number 21, H, carries 0.31; number 22, H, carries 0.26; number 23, H, carries 0.24; number 24, H, carries 0.31; number 25, H, carries 0.42; number 26, H, carries 0.24; number 27, H, carries 0.43; number 28, H, carries 0.43; number 29, H, carries 0.44; number 30, H, carries 0.36



Record 8
ORCA calculation (the ωB97M-V functional and the def2-TZVPD basis) on a cluster of 2 separate species, C4H8O in total.

ORCA input file:
```
! wB97M-V def2-TZVPD RIJCOSX def2/J DEFGRID3
* xyz 0 1
C -0.07 -1.88 0.61
C -0.74 -0.75 0.79
C -0.11 0.56 0.87
C -0.73 1.67 0.43
H 0.96 -1.92 0.94
H -0.64 -2.77 0.37
H -1.83 -0.78 0.78
H 0.98 0.57 0.92
H -0.30 2.65 0.61
H -1.54 1.55 -0.27
H 0.70 0.24 -1.60
H 1.79 0.18 -2.62
O 1.54 0.67 -1.83
*
```

## Properties
Energy above the lowest of the compared OMol25 structures with the same formula, charge and spin = 46.07 kcal per mole
HOMO-LUMO gap = 9.487 eV
SMILES = C=CC=C.O
E_tot = -232.37222 a.u.
E_HOMO = -8.78 eV

Population analysis type Mulliken, resulting atomic charges in e: number 1, C, carries -0.73; number 2, C, carries -0.05; number 3, C, carries -0.34; number 4, C, carries -0.58; number 5, H, carries 0.27; number 6, H, carries 0.26; number 7, H, carries 0.31; number 8, H, carries 0.32; number 9, H, carries 0.28; number 10, H, carries 0.25; number 11, H, carries 0.32; number 12, H, carries 0.31; number 13, O, carries -0.61



> Among the records above, which one has the highest E_tot?

C4H8O